Here is C4H3NO in the gas phase from OMol25. Energies are from ωB97M-V/def2-TZVPD.

Calculated values
structure (SMILES)	C#C[C@H]1N=C1O
net charge	0
multiplicity	1
E_HOMO	-9.739	eV
energy	-284.08127	Ha
ΔE to the lowest compared entry with this formula, charge and spin	2.499	eV
strongest force on any atom	0.52	eV/A

Geometry (Å):
O (2.28834, -0.06694, 0.16464)
C (-0.22656, 0.71590, 0.07631)
C (-1.17412, -0.19387, -0.53421)
C (-1.96188, -0.93956, -1.05721)
C (1.06478, 0.27829, 0.51856)
N (0.30227, 0.38916, 1.50411)
H (2.76625, -0.34550, 0.96342)
H (-0.40045, 1.77270, -0.12537)
H (-2.65863, -1.61018, -1.51026)

=====

Here is C2H4N4 in the gas phase at a distorted geometry from OMol25. Energies are from ωB97M-V/def2-TZVPD.

Calculated values
structure (SMILES)	[H]/N=c1\[nH]cn[nH]1
net charge	0
multiplicity	1
E_HOMO	-8.132	eV
energy	-297.61953	Ha
ΔE to the lowest compared entry with this formula, charge and spin	0.674	eV
strongest force on any atom	1.93	eV/A

Geometry (Å):
C (-0.77836, -0.00871, -0.01402)
C (1.37726, 0.58704, -0.00462)
H (-2.45399, 0.83504, 0.06189)
H (-0.19394, 2.04413, 0.05678)
H (2.26784, 1.19772, 0.08219)
H (-0.17113, -2.03140, 0.00585)
N (-2.05204, -0.08890, 0.02714)
N (0.11202, 1.06777, -0.04211)
N (1.41062, -0.70047, 0.04039)
N (0.09480, -1.06632, -0.03897)